A structure of composition C69H73ClGe2PPdS4Si. Source: OMol25; level of theory: ωB97M-V with the def2-TZVPD basis set.

Last column: Mulliken charge in e.
Positions of all 152 atoms, in Å:
Pd  -0.0767  -0.3859  -1.7281  0.891
C  -6.1713  1.8510  3.6880  -1.736
C  -4.8074  2.2901  3.2361  0.709
C  -3.7176  2.2106  4.0892  -0.731
C  -2.4618  2.6371  3.6943  0.832
C  -1.3097  2.5685  4.6488  -1.648
C  -2.2800  3.1627  2.4119  0.682
C  -3.3643  3.2487  1.5401  1.523
C  -3.2301  3.8531  0.1768  -1.585
C  -4.6081  2.7975  1.9633  -1.149
C  -0.9802  3.8147  2.1193  -0.283
C  -0.8428  5.0820  2.6819  -0.235
C  0.3289  5.7984  2.5509  -0.984
C  1.3603  5.2549  1.8149  -0.055
C  1.2310  4.0047  1.2167  -0.953
C  0.0720  3.2558  1.3986  -0.777
Ge  -0.1810  1.5299  0.3746  0.837
S  -0.5658  2.0941  -1.6667  -1.060
S  -1.4904  0.0758  1.5857  0.598
Ge  -0.0223  -1.5651  0.8508  1.995
S  -0.4615  -2.7649  -0.8955  -0.940
S  1.5992  0.0558  0.3918  -1.195
C  0.4368  -2.7769  2.4301  -0.534
C  1.5815  -3.5751  2.4084  -1.190
C  1.8103  -4.5224  3.4052  -0.038
C  0.9007  -4.7204  4.4207  -1.180
C  -0.2284  -3.9339  4.4482  -0.138
C  -0.4588  -2.9514  3.4816  -0.447
C  -1.6398  -2.1362  3.8599  1.515
C  -2.9292  -2.4849  3.4658  1.065
C  -3.1550  -3.4163  2.3140  -1.663
C  -4.0082  -1.9952  4.1903  -1.029
C  -3.8322  -1.1865  5.3014  0.868
C  -4.9831  -0.8006  6.1860  -1.725
C  -2.5472  -0.7671  5.6135  -0.615
C  -1.4508  -1.2256  4.9073  0.309
C  -0.0638  -0.7991  5.2874  -1.737
C  2.7130  -3.5040  1.4542  2.118
C  2.8774  -4.5267  0.5168  0.787
C  1.7759  -5.5090  0.2666  -1.919
C  4.0853  -4.6365  -0.1532  -0.953
C  5.1240  -3.7466  0.0740  0.731
C  6.4499  -3.9259  -0.6044  -1.863
C  4.9307  -2.7151  0.9803  -0.996
C  3.7487  -2.5987  1.6956  0.380
C  3.5935  -1.5382  2.7427  -1.473
C  2.4036  3.6145  0.3986  2.045
C  2.5641  4.1896  -0.8668  0.444
C  1.4539  4.9536  -1.5224  -1.615
C  3.7818  4.0453  -1.5151  -0.840
C  4.8288  3.3320  -0.9533  0.911
C  6.1438  3.2232  -1.6683  -1.926
C  4.6404  2.7438  0.2882  -0.873
C  3.4483  2.8945  0.9805  0.889
C  3.2928  2.3338  2.3614  -1.336
H  -6.3577  2.1605  4.7167  0.380
H  -6.2500  0.7647  3.6426  0.239
H  -6.9493  2.2730  3.0541  0.444
H  -3.8439  1.8226  5.0891  0.369
H  -1.5929  2.0151  5.5393  0.426
H  -0.9914  3.5692  4.9434  0.423
H  -0.4632  2.0758  4.1749  0.049
H  -2.6589  4.7799  0.2147  0.243
H  -4.2107  4.0523  -0.2508  0.514
H  -2.7036  3.1716  -0.4920  -0.099
H  -5.4444  2.8687  1.2808  0.358
H  -1.6799  5.5020  3.2242  0.540
H  0.4338  6.7701  3.0156  0.402
H  2.2852  5.8003  1.6748  0.473
H  2.7245  -5.1022  3.3634  0.503
H  1.0777  -5.4651  5.1856  0.418
H  -0.9522  -4.0581  5.2436  0.438
H  -2.7113  -3.0032  1.4058  0.063
H  -4.2203  -3.5630  2.1488  0.426
H  -2.6864  -4.3850  2.4968  0.256
H  -5.0062  -2.2946  3.9012  0.315
H  -5.8458  -1.4399  6.0135  0.404
H  -5.2875  0.2294  6.0076  0.230
H  -4.6951  -0.8878  7.2337  0.393
H  -2.3959  -0.1050  6.4576  0.417
H  -0.0917  -0.0159  6.0415  0.519
H  0.4582  -0.4253  4.4080  -0.100
H  0.5109  -1.6400  5.6779  0.469
H  1.6469  -6.1717  1.1220  0.371
H  1.9944  -6.1137  -0.6091  0.419
H  0.8363  -4.9823  0.1089  0.200
H  4.2192  -5.4446  -0.8596  0.314
H  6.3394  -4.4507  -1.5496  0.408
H  7.1117  -4.5155  0.0319  0.358
H  6.9210  -2.9643  -0.7912  0.402
H  5.7253  -2.0000  1.1582  0.365
H  4.5513  -1.0787  2.9733  0.530
H  3.1652  -1.9529  3.6548  0.334
H  2.9179  -0.7646  2.3790  0.083
H  1.0846  5.7501  -0.8765  0.312
H  0.6179  4.2812  -1.7263  0.047
H  1.7862  5.3865  -2.4647  0.401
H  3.9148  4.5028  -2.4873  0.249
H  6.0080  3.3546  -2.7397  0.388
H  6.5981  2.2512  -1.4902  0.380
H  6.8322  3.9926  -1.3127  0.402
H  5.4423  2.1750  0.7412  0.323
H  4.1952  1.8098  2.6673  0.401
H  2.4569  1.6358  2.3921  -0.130
H  3.0839  3.1335  3.0728  0.411
Cl  -2.8347  -0.3341  -1.3841  0.186
C  -3.6025  -1.2109  -2.6312  0.155
C  -4.8703  -1.7269  -2.4596  -0.827
C  -5.4643  -2.4146  -3.5072  -0.605
C  -4.7787  -2.5978  -4.7029  -0.811
C  -3.5118  -2.0782  -4.8706  -0.476
C  -2.9009  -1.3596  -3.8379  -0.784
P  -1.2422  -0.6371  -3.8973  1.626
C  -1.6055  1.0766  -4.4206  0.920
C  -2.8897  1.5291  -4.6998  -0.890
C  -3.0886  2.8479  -5.0787  -0.705
C  -2.0178  3.7207  -5.1611  -0.887
C  -0.7351  3.2729  -4.8894  -0.214
C  -0.5261  1.9544  -4.5357  -0.758
C  -0.6530  -1.3502  -5.4656  0.135
C  -0.4496  -0.6065  -6.6233  -0.412
C  -0.0557  -1.2340  -7.7904  -0.616
C  0.1329  -2.6052  -7.8166  -0.641
C  -0.0385  -3.3490  -6.6583  -0.673
C  -0.4189  -2.7254  -5.4864  -0.336
H  -5.3856  -1.5789  -1.5239  0.567
H  -6.4633  -2.8013  -3.3901  0.380
H  -5.2494  -3.1407  -5.5117  0.412
H  -2.9987  -2.1959  -5.8140  0.415
H  -3.7324  0.8563  -4.6190  0.440
H  -4.0856  3.2015  -5.3041  0.398
H  -2.1765  4.7575  -5.4288  0.359
H  0.0961  3.9634  -4.9373  0.485
H  0.4685  1.5876  -4.3055  0.079
H  -0.6082  0.4622  -6.6136  0.341
H  0.0952  -0.6518  -8.6891  0.397
H  0.4206  -3.0936  -8.7372  0.343
H  0.1264  -4.4183  -6.6752  0.423
H  -0.5462  -3.2927  -4.5713  0.437
C  2.5591  -0.9801  -4.6997  -1.422
Si  2.1312  -0.6067  -2.8423  1.800
C  3.2197  0.9515  -2.4262  -0.983
C  2.9206  -2.1051  -1.8916  -0.590
H  3.6353  -0.9097  -4.8189  0.585
H  2.0966  -0.2825  -5.3888  0.335
H  2.2578  -1.9823  -4.9832  0.279
H  4.0948  0.9942  -3.0658  0.743
H  3.5562  0.8965  -1.3956  -0.166
H  2.6706  1.8830  -2.5342  0.001
H  3.8802  -2.3915  -2.3118  0.806
H  2.2735  -2.9777  -1.8957  0.133
H  3.0841  -1.8296  -0.8537  -0.570

Summary:
Max |F|: 0.0642 hartree/bohr
Total charge: -1

---

A cluster of 2 separate species, C6H5N3S in total. Source: OMol25; level of theory: ωB97M-V with the def2-TZVPD basis set.

Last column: Mulliken charge in e.
Positions of all 15 atoms, in Å:
N  -1.2515  -2.3803  -0.2061  -0.548
C  -0.9249  -1.2497  -0.2466  0.271
C  -0.5618  0.0490  -0.6842  0.553
C  0.1341  0.2876  -1.8795  -0.810
C  0.2875  1.6150  -2.1345  -0.341
S  -0.5462  2.5407  -0.9481  -0.115
C  -1.1656  1.1903  -0.1167  -0.415
H  0.5185  -0.4372  -2.4907  0.501
H  1.0328  2.0071  -2.7454  0.447
H  -1.9112  1.3362  0.6584  0.401
N  0.6480  -0.5583  3.1977  -0.422
C  0.7461  -1.0297  2.0905  0.411
N  1.0280  -1.0539  0.8815  -0.432
H  0.0854  -0.6931  4.0415  0.279
H  1.8808  -1.6237  0.5821  0.219

Summary:
Max |F|: 0.0845 hartree/bohr
SMILES: N#Cc1ccsc1.N=C=N
Total charge: 0

---

Per-record orbital gap, eV: 5.52, 9.64
Per-record LUMO energy, eV: 2.2, 0.7